Here is a single C8H14FNO3 molecule at a distorted geometry from OMol25. Energies are from the ωB97M-V functional and the def2-TZVPD basis.

Each line ends with the Mulliken charge.
Element x y z (Å)
F -1.42 3.90 -0.64  -0.3194
O 2.23 -0.16 0.88  -0.3769
O 3.61 1.22 2.06  -0.5220
O 2.81 1.77 0.01  -0.3765
N 0.39 -0.70 -0.46  -0.3066
C -0.79 2.66 -0.60  -0.1485
C 2.96 0.96 1.10  0.5966
C -0.61 -1.48 0.28  -0.6256
C -1.01 -2.73 -0.48  -0.3061
C 0.99 0.34 0.30  -0.1789
C -2.17 -3.46 0.22  -1.2169
C 0.64 2.81 -0.14  -0.7318
C 1.48 1.57 -0.48  0.0678
H -0.13 -3.38 -0.58  0.3121
H -2.32 -4.45 -0.21  0.3623
H -0.15 -1.77 1.23  0.3782
H 1.48 1.46 -1.57  0.4030
H -0.02 -0.33 -1.31  0.3157
H 1.09 3.70 -0.59  0.3668
H -3.09 -2.88 0.11  0.3089
H -0.85 2.23 -1.61  0.2481
H -1.38 2.02 0.08  0.1739
H 0.70 2.95 0.95  0.2988
H -1.50 -0.87 0.50  0.3002
H 0.36 0.63 1.15  0.3566
H -1.98 -3.55 1.29  0.3309
H -1.32 -2.44 -1.49  0.2892

For the HOMO energy, the calculation gives -0.3725 Ha. As for the energy relative to the best compared isomer or geometry (same formula, charge and spin): 0.0 kcal/mol. Its LUMO energy is 0.62 eV. The SMILES is CCCN[C@H]1OC(=O)O[C@@H]1CCF.

Here is a single C22H20N4OS molecule at a distorted geometry from OMol25. Energies are from the ωB97M-V functional and the def2-TZVPD basis.

Each line ends with the Mulliken charge.
Element x y z (Å)
S 3.01 3.10 0.74  -0.1727
O 0.09 2.80 -0.08  -0.5587
N -1.58 -0.15 -0.63  0.3804
N 3.74 0.78 0.31  -0.4872
N -2.15 -0.02 -3.03  -0.5617
N 1.30 0.88 0.28  0.2732
C 8.67 0.81 -0.15  -0.7907
C 0.09 1.61 0.00  -0.0595
C -6.78 1.33 1.42  -0.4854
C 8.63 -0.64 -0.05  -0.1275
C 7.48 -1.41 0.20  -0.7404
C -4.86 0.61 0.16  -0.0200
C 7.43 1.51 0.10  -0.2713
C 2.56 1.47 0.32  0.5097
C 6.22 0.81 0.43  0.5871
C -1.75 0.88 1.53  -1.1361
C 1.19 -0.50 0.05  -0.7252
C -4.17 0.41 1.39  0.3175
C -6.10 1.30 2.63  -0.4647
C 4.72 2.73 0.88  -0.4918
C 6.28 -0.68 0.42  -0.0022
C -2.33 -1.06 0.30  -1.6895
C -4.81 0.66 2.65  -0.5796
C -2.86 -0.23 1.46  0.3181
C -1.33 1.09 0.11  -0.0079
C -6.16 1.10 0.22  -0.6587
C -2.04 -0.19 -1.93  0.4065
C 4.96 1.41 0.62  0.0124
H -2.86 -0.92 2.30  0.7477
H 7.57 -2.52 0.22  0.3418
H -3.21 -1.38 -0.14  0.7303
H -0.85 0.55 2.15  0.3286
H 9.63 1.36 -0.34  0.3236
H 7.51 2.56 -0.03  0.3696
H 5.51 3.38 1.32  0.3646
H -4.43 0.41 -0.88  0.1178
H 2.05 -1.00 0.45  0.4461
H -7.79 1.59 1.59  0.3849
H 9.52 -1.24 -0.22  0.3060
H -6.59 1.74 3.54  0.3269
H 0.34 -0.97 0.61  0.0961
H -2.09 1.73 1.93  0.7156
H 5.31 -1.29 0.52  0.1995
H -2.01 1.93 -0.24  0.2304
H -6.66 1.19 -0.78  0.3161
H -1.76 -1.98 0.52  0.2930
H 1.11 -0.69 -1.09  0.2293
H -4.30 0.56 3.61  0.3578

For the HOMO energy, the calculation gives -0.2952 Ha. As for the energy relative to the best compared isomer or geometry (same formula, charge and spin): 107.9 kcal/mol. Its LUMO energy is 0.48 eV. The SMILES is CN(C(=O)[C@@H]1C[C@@H](c2ccccc2)CN1C#N)c1nc(-c2ccccc2)cs1.

Here is 2 unconnected molecules or ions with the total composition C4H3O2S at a distorted geometry from OMol25. Energies are from the ωB97M-V functional and the def2-TZVPD basis.

Each line ends with the Mulliken charge.
Element x y z (Å)
S -3.83 0.71 -0.18  -0.4692
O -1.28 0.32 0.11  -0.5622
O 0.01 -1.94 -0.15  -0.5214
C 0.47 -0.85 -0.03  0.6646
C 2.41 0.83 0.10  -0.6036
C -2.42 -0.15 -0.04  -0.0418
C 1.47 -0.07 0.25  -0.1014
H 2.63 1.31 -0.85  0.2250
H 3.06 1.11 0.92  0.2067
H -2.52 -1.26 -0.13  0.2034

For the HOMO energy, the calculation gives -0.1391 Ha. As for the energy relative to the best compared isomer or geometry (same formula, charge and spin): 36.8 kcal/mol. Its charge is -1. Its LUMO energy is 3.69 eV.

Here is a single C23H36N2O4 molecule from OMol25. Energies are from the ωB97M-V functional and the def2-TZVPD basis.

Each line ends with the Mulliken charge.
Element x y z (Å)
O 2.51 3.55 0.51  -0.7125
O -3.59 0.11 1.72  -0.4946
O -2.10 -2.20 0.96  -0.4817
O 2.65 -1.09 2.32  -0.7570
N 1.78 1.51 -0.12  0.5857
N 2.60 -1.50 -0.46  1.0328
C -1.55 1.20 2.23  -1.0455
C -1.49 -1.05 1.39  0.0492
C 0.72 3.41 -1.10  -0.8478
C -3.46 -2.26 1.31  -0.6094
C 0.57 0.11 1.89  0.4921
C -2.54 -1.84 -2.52  -1.1014
C 1.60 -1.36 -1.51  0.1860
C -1.96 -0.55 -3.09  -0.5178
C 1.76 2.86 -0.14  0.5893
C 1.40 -2.76 -2.11  -0.5897
C 3.42 -0.33 -0.19  -1.8026
C -2.22 0.08 1.77  0.5068
C 3.37 -2.69 -0.79  -0.8331
C 2.31 -3.66 -1.27  -0.8447
C -4.15 -0.95 0.97  -0.1719
C -0.72 3.11 -0.66  1.1418
C -1.60 1.93 -2.76  -0.8418
C 2.72 0.74 0.67  -0.0844
C -0.17 1.21 2.30  -0.4248
C -1.71 3.14 -1.83  -1.3429
C -0.10 -1.02 1.44  -0.0287
C 2.09 0.15 1.98  -0.4774
C -2.15 0.64 -2.15  0.5614
H 1.08 0.99 -0.63  -0.2973
H 3.49 1.46 0.96  0.4355
H -0.55 1.77 -3.04  0.2443
H -3.21 0.77 -1.95  0.4456
H 1.76 -4.06 -0.41  0.2964
H -2.10 -2.07 -1.56  -0.0471
H 3.91 -3.05 0.09  0.4074
H 4.30 -0.66 0.35  0.4398
H 0.87 4.49 -1.19  0.4334
H -3.62 -1.74 -2.40  0.4056
H 0.43 -1.91 1.15  0.5040
H 0.67 -0.98 -1.08  -0.7837
H -5.21 -0.98 1.24  0.4028
H -3.89 -3.09 0.74  0.3946
H 1.94 -0.65 -2.29  0.3116
H 0.34 2.09 2.66  0.4088
H -2.43 -0.33 -4.05  0.4669
H -2.35 -2.67 -3.19  0.4005
H -0.77 2.14 -0.17  -1.1444
H 0.91 2.97 -2.08  0.2576
H -1.65 0.43 -1.20  -0.6361
H -1.55 4.05 -2.40  0.3681
H 2.72 -4.49 -1.84  0.4163
H -2.15 2.14 -3.68  0.5201
H -2.73 3.17 -1.42  0.4469
H 2.35 0.82 2.80  0.6550
H 0.36 -3.07 -2.06  0.1421
H -4.05 -0.74 -0.10  -0.0442
H 4.10 -2.50 -1.59  0.4031
H 1.71 -2.78 -3.15  0.3644
H -2.13 2.05 2.54  0.4508
H -1.02 3.85 0.08  0.5694
H 2.49 -1.68 1.57  0.3250
H 3.76 0.15 -1.13  0.3503
H -3.56 -2.46 2.39  0.3434
H -0.89 -0.69 -3.28  0.2078

For the HOMO energy, the calculation gives -0.3055 Ha. As for the energy relative to the best compared isomer or geometry (same formula, charge and spin): 1.6 kcal/mol. Its LUMO energy is 0.75 eV. The SMILES is CCCCCCCC(=O)N[C@H](CN1CCCC1)[C@H](O)c1ccc2c(c1)OCCO2.